81
Properties=species:S:1:pos:R:3:forces:R:3:mulliken_charge:R:1 method="wB97M-V/def2-TZVPD" molar_mass_g_mol=1038.64 total_charge=0 e_homo_ev=-6.864 gap_ha=0.264 lumo_ev=0.33 fmax_ev_per_a=1.11
Ir 0.022970 0.010421 -0.113815 0.186 -1.008 -0.421 3.402
O 4.268453 1.407950 3.575856 0.003 -0.003 -0.003 -0.524
C 4.089699 0.171377 2.906351 0.007 0.029 0.030 -1.617
C 2.827161 0.249537 2.022592 -0.059 0.041 -0.034 1.723
C 2.794044 -1.127856 1.364007 0.099 0.017 -0.004 -1.217
O 1.685096 -1.354686 0.483227 -0.345 0.212 0.127 -0.373
C 1.647329 0.516991 2.961902 0.013 -0.116 0.001 -1.445
Se -0.181039 0.500820 2.249766 -0.111 0.204 0.216 -0.278
C 3.040948 1.405163 1.039304 0.041 -0.070 -0.019 -1.113
Se 1.925399 1.502789 -0.568865 -0.106 0.166 -0.079 -0.399
H 5.042800 1.344160 4.140907 0.003 0.002 -0.001 0.336
H 3.975470 -0.645821 3.629637 -0.005 0.007 0.007 0.505
H 4.957656 -0.048262 2.271497 -0.001 -0.007 0.000 0.512
H 2.755674 -1.887197 2.151515 -0.005 -0.020 -0.015 0.451
H 3.713439 -1.263682 0.784706 -0.005 0.001 -0.006 0.355
H 1.762700 -2.222229 0.073019 0.036 0.055 -0.156 -0.136
H 1.806447 1.492997 3.413586 -0.004 0.000 0.019 0.586
H 1.655188 -0.223760 3.764730 0.033 -0.021 -0.023 0.481
H 4.061752 1.364844 0.652537 0.008 -0.003 0.038 0.474
H 2.935542 2.337906 1.587603 -0.009 0.014 -0.009 0.526
C -1.272370 -3.476620 0.714996 0.032 0.024 -0.022 -0.916
C -2.243828 -2.369793 0.436107 0.075 -0.041 -0.128 0.595
C -3.609940 -2.554657 0.525887 -0.072 0.017 -0.018 -0.905
C -4.459584 -1.475716 0.258205 0.031 -0.040 0.001 -0.735
C -3.956491 -0.243429 -0.084817 0.048 -0.021 -0.057 -0.701
C -2.555447 -0.114105 -0.164881 -0.071 0.281 0.126 0.473
N -1.751975 -1.186559 0.060186 0.028 0.109 0.430 -0.304
N -1.783868 0.952508 -0.406370 0.235 0.131 -0.323 0.476
Si -2.263021 2.539913 -0.962160 -0.093 -0.071 0.096 0.014
C -0.769826 3.535659 -1.435195 0.027 0.005 0.014 -0.871
C -3.381205 2.324112 -2.458784 0.015 0.013 -0.026 -1.053
C -3.193361 3.412598 0.400265 -0.042 0.019 0.003 -1.161
H -1.447703 -4.318246 0.042498 -0.001 -0.005 0.006 0.306
H -1.381875 -3.833391 1.739255 -0.002 0.000 0.003 0.435
H -0.252684 -3.121165 0.585773 0.002 0.012 0.016 -0.147
H -4.003744 -3.519565 0.812629 -0.007 0.004 0.001 0.498
H -5.531514 -1.609240 0.338901 0.000 -0.001 0.000 0.448
H -4.597336 0.608426 -0.256408 -0.016 0.002 -0.007 0.363
H -0.072420 2.988366 -2.069243 -0.014 0.021 -0.030 0.107
H -0.208897 3.832931 -0.548355 0.014 -0.014 -0.005 0.283
H -1.083829 4.438468 -1.966681 -0.028 0.001 0.015 0.415
H -2.949327 1.627136 -3.183244 0.000 0.005 0.002 0.251
H -3.528464 3.280976 -2.966004 -0.003 0.005 0.005 0.464
H -4.368147 1.945140 -2.188985 -0.011 -0.024 -0.007 0.351
H -2.554645 3.494561 1.282204 0.001 0.001 0.001 0.294
H -4.093169 2.865707 0.691084 0.001 0.012 0.010 0.309
H -3.494739 4.418647 0.097700 -0.001 -0.005 0.004 0.350
F -3.862837 -4.524395 -5.427586 0.000 0.001 -0.003 -0.344
C -2.972883 -3.725817 -4.809387 -0.002 0.001 0.003 0.231
C -1.674048 -3.691727 -5.281726 0.007 0.000 -0.001 -0.808
C -0.762876 -2.869264 -4.638625 -0.014 0.005 -0.010 -0.255
C -1.141817 -2.099136 -3.539128 0.024 0.027 0.001 0.003
C -2.461136 -2.156774 -3.097842 -0.009 0.014 0.045 -0.060
C -3.389272 -2.973175 -3.731757 0.005 -0.004 0.000 -0.650
Sb 0.283562 -0.817674 -2.609022 0.071 -0.012 0.171 -0.741
C 0.868218 0.285391 -4.322474 0.008 0.027 0.057 0.542
C 0.186947 1.462444 -4.622901 0.002 0.007 0.011 -0.421
C 0.493364 2.191057 -5.762149 -0.003 0.003 0.003 -0.699
C 1.493901 1.721824 -6.589373 0.001 0.000 0.001 0.273
F 1.802074 2.423087 -7.695838 0.000 0.000 -0.001 -0.341
C 2.191155 0.560396 -6.324617 0.002 -0.005 0.000 -0.765
C 1.868923 -0.157965 -5.181914 -0.003 -0.002 0.004 -0.320
C 1.886704 -2.211858 -2.459588 -0.076 -0.032 -0.011 -0.115
C 1.611831 -3.561090 -2.243862 0.005 -0.028 -0.012 -0.407
C 2.625829 -4.457552 -1.922121 0.013 0.007 -0.008 -0.787
C 3.916637 -3.977708 -1.825975 -0.012 -0.028 0.000 0.407
F 4.906499 -4.836194 -1.517588 -0.008 0.010 -0.003 -0.356
C 4.228494 -2.646707 -2.029600 0.002 0.013 -0.002 -0.805
C 3.202313 -1.764655 -2.335710 0.037 0.037 -0.006 -0.327
H -1.396441 -4.295038 -6.135330 -0.002 -0.003 0.001 0.462
H 0.256704 -2.832230 -5.006226 0.001 0.005 -0.003 0.367
H -2.789003 -1.565308 -2.251809 0.010 -0.004 -0.028 0.167
H -4.416546 -3.028170 -3.397980 0.000 0.001 0.000 0.521
H -0.594493 1.828855 -3.966803 0.005 -0.003 0.004 0.138
H -0.024406 3.107692 -6.009151 0.001 0.001 0.001 0.472
H 2.967894 0.234229 -7.002763 0.000 0.001 0.000 0.460
H 2.412851 -1.070194 -4.967873 0.007 -0.004 0.012 0.298
H 0.595869 -3.932057 -2.327295 0.003 0.012 0.004 0.483
H 2.427254 -5.507794 -1.756046 0.003 0.002 0.004 0.483
H 5.254026 -2.315056 -1.936692 0.003 -0.003 -0.001 0.499
H 3.429590 -0.710562 -2.445576 -0.013 0.018 -0.008 0.504